Formula: C9H21NO2
Source: the Open Molecules 2025 dataset
Level of theory: the ωB97M-V functional and the def2-TZVPD basis

Structure (XYZ):
```
33
Properties=species:S:1:pos:R:3:forces:R:3
O 3.07352 -0.26713 -2.13507 0.62 -0.49 -0.40
H 2.12690 -0.31723 -2.00225 0.30 -0.14 -0.13
H 3.28523 0.65752 -2.00695 0.04 0.19 0.02
C -0.56971 -2.07271 1.98524 0.21 0.55 -0.56
C -0.29418 -1.22173 0.70598 0.88 0.23 0.49
C -1.42628 -1.44988 -0.28828 -0.08 0.64 -0.36
C -1.50557 -0.44740 -1.50101 0.48 1.03 2.89
C -1.34883 1.06367 -0.86397 -1.71 -1.86 -1.17
C -0.19296 1.33334 0.04362 0.84 -0.11 0.35
N -0.15474 0.22577 1.09468 -2.60 0.97 -1.29
O 0.82047 0.51735 2.02217 1.52 -0.45 0.23
C 1.11113 1.46221 -0.75618 0.00 -0.71 0.76
C -0.49651 2.70811 0.67918 -0.08 0.03 1.46
C 0.97754 -1.73618 0.06247 1.07 -0.56 -0.19
H -1.42700 -1.67580 2.52895 0.31 0.33 0.31
H -0.84439 -3.11034 1.79560 0.16 -0.01 -0.60
H 0.36928 -2.10779 2.53765 -0.30 0.16 0.52
H -1.24206 -2.47885 -0.59712 -0.30 -0.04 -0.40
H -2.36830 -1.46178 0.25995 -0.18 0.24 -0.08
H -0.70672 -0.65989 -2.21149 -0.15 0.14 -0.14
H -2.49297 -0.59258 -1.93926 0.22 0.33 -0.32
H -2.18015 1.32656 -0.20984 -0.67 -0.74 -0.26
H -1.44914 1.78992 -1.67057 0.52 0.10 -0.10
H 1.95140 1.25689 -0.09293 0.12 0.20 0.04
H 1.22823 2.45537 -1.18979 -0.08 -0.18 -0.23
H 1.12346 0.66250 -1.49672 -0.41 0.80 -0.08
H -1.46013 2.75357 1.18660 -0.42 -0.41 -0.32
H -0.47972 3.56038 -0.00013 0.15 -0.34 -0.37
H 0.14227 2.96909 1.52295 0.67 -0.19 -0.27
H 1.12943 -1.34844 -0.94485 -0.20 -0.12 0.15
H 1.89814 -1.55248 0.61642 -0.13 0.56 0.22
H 1.00098 -2.82291 -0.01854 -0.45 -0.17 -0.15
H 0.40133 0.58083 2.88351 -0.36 0.00 -0.02
```
Forces are in eV/Å.

Calculated values
- total charge = 0
- HOMO level (eV) = -8.3
- ΔE to the lowest compared entry with this formula, charge and spin (kcal/mol) = 19.5
- electronic energy (Eh) = -560.66707
- HOMO-LUMO gap (eV) = 9.13
- SMILES = CC1(C)CCCC(C)(C)N1O.O
- 2S+1 = 1

=====

Formula: C25H40GeO7PSeTi
Source: the Open Molecules 2025 dataset
Level of theory: the ωB97M-V functional and the def2-TZVPD basis

Structure (XYZ):
```
76
Properties=species:S:1:pos:R:3:forces:R:3
Ti -0.62834 -0.16179 -0.27740 -0.14 0.09 0.11
O 0.66565 -1.78021 -0.30811 -0.03 -0.30 0.06
C 1.28687 -2.11712 1.01340 0.14 0.19 0.12
C 0.99491 -0.81825 1.79868 -0.05 -0.24 -0.29
O 0.99392 -0.70872 2.98545 0.16 0.06 -0.02
O 0.70246 0.19603 0.94274 -0.51 0.28 0.44
C 2.79251 -2.23121 0.86278 -0.01 0.13 0.02
C 3.44387 -1.90157 -0.32055 0.02 -0.03 0.01
C 4.82763 -1.99928 -0.40392 -0.01 0.01 0.00
C 5.56365 -2.39607 0.69979 0.01 -0.01 0.01
C 4.91684 -2.69309 1.89359 0.00 0.00 0.00
C 3.53774 -2.61140 1.97858 -0.01 0.00 0.00
C 0.56854 -3.31871 1.57155 0.06 -0.03 -0.05
C 1.15723 -4.57777 1.55762 -0.04 -0.05 -0.09
C 0.43990 -5.68243 2.00019 0.01 -0.01 -0.01
C -0.86186 -5.53560 2.44925 -0.03 0.02 0.01
C -1.45858 -4.27855 2.45618 -0.01 -0.02 0.01
C -0.74554 -3.17778 2.01889 0.07 0.00 0.08
H 0.87070 -2.47888 -0.94587 -0.19 -0.13 0.08
H 2.89583 -1.56328 -1.19074 -0.01 0.00 -0.01
H 5.32844 -1.76015 -1.33221 0.00 0.00 0.00
H 6.64035 -2.47200 0.63406 0.00 0.00 0.00
H 5.48975 -2.99755 2.75880 0.00 0.00 0.00
H 3.03792 -2.85066 2.90900 0.00 -0.01 -0.01
H 2.17006 -4.70940 1.20157 0.00 0.01 0.02
H 0.90359 -6.65939 1.99204 0.00 0.00 0.00
H -1.41351 -6.39756 2.79944 0.00 0.00 0.00
H -2.47223 -4.16407 2.81575 -0.01 0.00 0.01
H -1.20127 -2.19417 2.05944 -0.07 0.01 0.02
C 0.17371 -1.11446 -4.05465 0.00 0.01 -0.01
C -1.05452 -1.28364 -3.24530 -0.07 0.01 0.03
C -2.23060 -1.96683 -3.82004 0.00 -0.01 0.00
O -1.10117 -0.86470 -2.06638 0.03 0.04 -0.13
H -0.06400 -0.51710 -4.93991 0.00 0.00 0.00
H 0.48846 -2.08763 -4.44259 0.00 0.00 0.00
H 0.97944 -0.64791 -3.49276 0.00 0.00 0.00
H -1.97432 -3.02367 -3.96011 0.00 0.00 0.00
H -2.43908 -1.58162 -4.82044 0.00 0.00 0.00
H -3.10236 -1.88772 -3.17781 0.00 0.00 0.00
C -1.49731 3.63866 5.35712 -0.02 0.01 0.01
O -0.55864 3.07666 4.36738 0.01 -0.04 0.01
P 0.37057 1.85374 4.38842 0.08 0.16 0.13
O 0.01922 1.12958 5.70467 0.01 -0.03 0.02
C 0.67536 -0.06094 6.27713 0.04 -0.02 -0.04
O -2.09022 -0.13440 0.64805 0.53 -0.11 -0.63
C -3.49058 -0.27431 0.93499 0.01 -0.04 0.06
H -2.49762 3.45104 4.98217 0.00 0.00 0.00
H -1.28520 4.70117 5.38816 0.00 0.00 0.00
H -1.33750 3.16666 6.32026 0.00 0.00 0.00
H -0.11057 -0.79198 6.42815 0.00 0.00 -0.01
H 1.09893 0.25505 7.22387 0.01 0.00 0.00
H 1.43772 -0.42968 5.59494 -0.03 0.01 0.02
H -3.63247 -0.14579 2.00482 0.00 0.00 0.01
H -3.81628 -1.26563 0.62730 0.00 0.00 0.00
H -4.03502 0.49213 0.38805 0.00 0.00 0.00
C 0.12230 5.23223 -3.42028 0.00 0.00 0.01
Ge -1.53709 4.23553 -3.61286 0.01 -0.03 0.00
C -2.95215 4.91419 -2.46563 -0.01 0.00 0.00
C -2.07255 3.96615 -5.45775 0.01 0.02 -0.01
C -1.17180 2.34127 -2.95982 0.00 0.05 -0.04
Se -0.60931 2.28978 -1.09776 0.08 -0.01 0.05
C 1.31328 2.56581 -1.29807 -0.01 0.01 -0.03
H -0.00122 6.20736 -3.89218 0.00 0.00 -0.01
H 0.95819 4.73306 -3.91101 0.00 0.00 0.00
H 0.37015 5.41467 -2.37386 -0.01 0.00 0.00
H -2.97956 6.00193 -2.52789 -0.01 0.00 -0.01
H -2.79084 4.65064 -1.41923 0.01 0.01 0.00
H -3.92475 4.53563 -2.77844 0.00 -0.01 0.01
H -2.35725 4.92433 -5.89278 0.00 0.00 0.00
H -2.93341 3.30131 -5.52542 0.00 0.00 0.00
H -1.25614 3.55875 -6.05355 0.00 0.00 0.00
H -0.39256 1.84814 -3.54205 -0.02 -0.02 -0.01
H -2.09669 1.76533 -3.01867 -0.01 0.01 0.03
H 1.48351 3.63759 -1.31974 0.00 0.01 -0.02
H 1.64667 2.11217 -2.22766 0.00 -0.02 0.01
H 1.80826 2.11808 -0.44086 0.00 0.01 0.01
```
Forces are in eV/Å.

Calculated values
- total charge = +3
- HOMO level (eV) = -16.2
- ΔE to the lowest compared entry with this formula, charge and spin (kcal/mol) = 5.8
- electronic energy (Eh) = -7171.65045
- HOMO-LUMO gap (eV) = 6.26
- 2S+1 = 1